# 1
{
  "formula": "C34H38AsIrN8O4S",
  "method": "wB97M-V/def2-TZVPD",
  "elements": ["Ir", "N", "C", "C", "C", "C", "C", "C", "S", "O", "O", "N", "C", "N", "C", "C", "C", "N", "H", "H", "H", "H", "H", "H", "H", "H", "H", "N", "C", "C", "C", "C", "N", "C", "N", "N", "C", "O", "O", "H", "H", "H", "H", "H", "H", "H", "H", "H", "H", "H", "H", "H", "H", "C", "C", "C", "C", "C", "C", "As", "C", "C", "C", "C", "C", "C", "C", "C", "C", "C", "C", "C", "H", "H", "H", "H", "H", "H", "H", "H", "H", "H", "H", "H", "H", "H", "H"],
  "xyz": [[0.21, 0.03, 0.87], [-0.93, -4.62, 7.76], [-0.67, -3.64, 6.88], [0.62, -3.06, 6.79], [0.88, -2.07, 5.88], [-0.13, -1.63, 5.03], [-1.41, -2.17, 5.10], [-1.68, -3.17, 6.01], [0.19, -0.29, 3.89], [-1.04, 0.03, 3.19], [0.91, 0.76, 4.52], [1.09, -0.87, 2.61], [2.40, -0.59, 2.58], [3.22, -0.82, 3.59], [4.49, -0.52, 3.47], [5.01, 0.03, 2.30], [4.10, 0.25, 1.28], [2.82, -0.05, 1.41], [-0.22, -4.96, 8.39], [-1.85, -5.01, 7.83], [1.40, -3.40, 7.47], [1.86, -1.60, 5.82], [-2.18, -1.79, 4.45], [-2.68, -3.58, 6.09], [5.13, -0.73, 4.32], [6.06, 0.27, 2.19], [4.39, 0.68, 0.32], [-2.13, -0.50, 0.71], [-2.84, 0.78, 0.71], [-4.35, 0.67, 0.53], [-4.78, -0.05, -0.76], [-6.09, 0.55, -1.31], [-5.92, 1.91, -1.77], [-5.25, 2.28, -2.85], [-5.03, 3.57, -3.09], [-4.83, 1.38, -3.74], [-2.15, 1.71, -0.38], [-2.85, 2.31, -1.17], [-0.90, 1.71, -0.27], [-2.49, -1.12, -0.02], [-2.23, -0.93, 1.62], [-2.62, 1.28, 1.66], [-4.73, 1.69, 0.53], [-4.76, 0.17, 1.40], [-4.95, -1.11, -0.56], [-4.00, 0.04, -1.51], [-6.84, 0.56, -0.52], [-6.48, -0.07, -2.12], [-6.21, 2.64, -1.14], [-5.23, 4.27, -2.40], [-4.50, 3.86, -3.89], [-5.14, 0.42, -3.69], [-4.38, 1.67, -4.59], [0.30, 0.79, -6.01], [0.74, 1.87, -5.27], [0.93, 1.74, -3.90], [0.72, 0.52, -3.28], [0.25, -0.56, -4.03], [0.04, -0.43, -5.39], [1.31, 0.16, -1.44], [2.45, 1.74, -1.24], [1.94, 2.85, -0.58], [2.61, 4.06, -0.68], [3.80, 4.14, -1.39], [4.33, 3.01, -1.99], [3.67, 1.80, -1.91], [2.49, -1.35, -1.78], [3.15, -1.54, -3.00], [3.96, -2.65, -3.17], [4.10, -3.58, -2.15], [3.41, -3.41, -0.96], [2.61, -2.30, -0.78], [0.16, 0.89, -7.08], [0.96, 2.81, -5.75], [1.28, 2.60, -3.33], [0.08, -1.52, -3.54], [-0.29, -1.27, -5.98], [1.02, 2.78, -0.01], [2.21, 4.94, -0.19], [4.31, 5.09, -1.46], [5.25, 3.08, -2.55], [4.08, 0.92, -2.39], [3.03, -0.82, -3.80], [4.48, -2.80, -4.11], [4.73, -4.44, -2.29], [3.51, -4.15, -0.17], [2.04, -2.16, 0.14]],
  "de_lowest_kcal_mol": 118.2,
  "e_tot_ha": -4794.74338,
  "lumo_ev": [-11.250, -10.777],
  "spin_multiplicity": 2,
  "s2": 0.93,
  "total_charge": 3
}


# 2
{
  "formula": "C4H6O2",
  "method": "wB97M-V/def2-TZVPD",
  "elements": ["C", "C", "C", "O", "C", "O", "H", "H", "H", "H", "H", "H"],
  "xyz": [[0.22, 1.50, -0.12], [0.48, 0.09, -0.12], [1.55, -0.78, -0.39], [2.77, -0.57, -0.31], [-0.93, -0.99, 0.17], [-2.04, -0.39, 0.31], [1.03, 2.18, -0.15], [-0.61, 1.75, -0.93], [-0.23, 1.74, 0.87], [1.16, -1.77, -0.47], [-0.51, -1.97, 0.54], [-2.89, -0.80, 0.60]],
  "de_lowest_kcal_mol": 111.1,
  "e_tot_ha": -306.32929,
  "lumo_ev": [0.041, -0.370],
  "spin_multiplicity": 1
}


# 3
{
  "formula": "C28H35B2CdN5O16",
  "method": "wB97M-V/def2-TZVPD",
  "elements": ["Cd", "O", "C", "O", "B", "O", "C", "O", "O", "C", "O", "C", "O", "O", "O", "C", "O", "B", "O", "C", "O", "O", "C", "O", "C", "O", "O", "C", "C", "C", "C", "N", "H", "H", "H", "H", "H", "H", "H", "C", "C", "C", "C", "N", "H", "H", "H", "H", "H", "H", "H", "C", "C", "C", "C", "N", "H", "H", "H", "H", "H", "H", "H", "C", "C", "C", "C", "N", "H", "H", "H", "H", "H", "H", "H", "C", "C", "C", "C", "N", "H", "H", "H", "H", "H", "H", "H"],
  "xyz": [[-0.51, -0.10, 0.75], [-0.60, 2.29, -10.62], [-0.72, 2.74, -9.42], [-1.17, 2.09, -8.42], [-1.24, 2.92, -7.19], [-0.58, 4.21, -7.57], [-0.18, 4.06, -8.84], [0.36, 4.90, -9.57], [-0.55, 2.29, -6.02], [-1.32, 1.98, -5.08], [-1.00, 1.35, -4.05], [-2.74, 2.33, -5.53], [-2.64, 3.05, -6.75], [-3.79, 2.01, -4.93], [0.23, -5.96, 0.28], [0.39, -7.19, 0.17], [-0.52, -8.16, 0.07], [0.11, -9.53, -0.14], [1.53, -9.26, -0.04], [1.75, -7.89, 0.14], [2.82, -7.35, 0.34], [-0.34, -10.15, -1.37], [-1.07, -11.18, -1.16], [-1.64, -11.87, -1.94], [-0.99, -11.38, 0.39], [-0.27, -10.42, 0.99], [-1.58, -12.32, 0.93], [-5.41, 7.28, 3.93], [-4.59, 7.42, 2.72], [-4.87, 6.37, 1.63], [-4.03, 5.12, 1.65], [-3.43, 4.12, 1.66], [-5.00, 6.41, 4.44], [-6.48, 7.10, 3.80], [-5.22, 8.11, 4.60], [-3.53, 7.54, 2.95], [-4.95, 8.35, 2.27], [-4.50, 6.87, 0.73], [-5.93, 6.15, 1.49], [-2.26, -4.62, -3.89], [-3.82, -4.35, -3.91], [-4.33, -4.55, -2.50], [-3.81, -3.53, -1.57], [-3.41, -2.72, -0.82], [-1.84, -4.68, -4.89], [-1.98, -5.60, -3.51], [-1.68, -3.81, -3.46], [-4.35, -5.00, -4.61], [-4.00, -3.31, -4.20], [-4.05, -5.53, -2.12], [-5.41, -4.67, -2.43], [7.00, 5.94, 3.48], [6.11, 4.81, 2.98], [4.67, 5.23, 3.18], [3.77, 4.13, 2.64], [3.08, 3.34, 2.21], [6.76, 6.82, 2.88], [8.02, 5.62, 3.28], [6.85, 6.26, 4.51], [6.48, 3.94, 3.52], [6.32, 4.66, 1.92], [4.41, 6.10, 2.58], [4.49, 5.42, 4.23], [-2.18, -2.20, 10.24], [-2.21, -1.90, 8.74], [-0.76, -1.48, 8.24], [-0.86, -1.38, 6.76], [-0.92, -1.37, 5.60], [-1.72, -1.40, 10.83], [-1.59, -3.07, 10.50], [-3.20, -2.32, 10.61], [-2.91, -1.09, 8.53], [-2.50, -2.91, 8.46], [-0.07, -2.26, 8.55], [-0.41, -0.50, 8.55], [5.41, 2.84, -3.49], [6.34, 1.69, -3.86], [5.60, 0.30, -3.78], [4.66, 0.08, -2.65], [3.86, -0.17, -1.87], [5.09, 2.72, -2.46], [4.54, 2.79, -4.15], [5.83, 3.83, -3.64], [7.21, 1.86, -3.23], [6.70, 1.95, -4.85], [6.39, -0.45, -3.81], [4.87, 0.24, -4.59]],
  "e_tot_ha": -2782.97231,
  "lumo_ev": -8.194,
  "spin_multiplicity": 1
}